No. 1
Computed, not measured: C18H21FN4O in the gas phase, with wB97M-V/def2-TZVPD.

Calculated values
ΔE to the lowest compared entry with this formula, charge and spin (kcal per mole): 38.88
Structure (SMILES): CCc1nn2c(N(C)CCO)cc(C)nc2c1-c1ccc(F)cc1
Kohn-Sham gap (eV): 8.0
HOMO energy (eV): -7.37
Lowest unoccupied orbital energy (eV): 0.58
Charge: 0

Each line ends with the natural charge from an NBO analysis.
Positions of all 45 atoms, in Å:
1 C 0.42307 -3.92540 -1.61349  -0.594
2 C -0.46905 -3.27399 -0.56180  -0.439
3 C -0.14301 -1.83145 -0.35853  0.217
4 N 1.05990 -1.37504 -0.67961  -0.353
5 N 1.05994 -0.05682 -0.43670  -0.185
6 C 2.07794 0.83892 -0.61368  0.467
7 N 3.28450 0.47114 -1.11492  -0.391
8 C 3.73416 -0.89648 -1.25482  -0.435
9 C 4.31620 1.45761 -1.33356  -0.225
10 C 5.10896 1.80378 -0.06388  -0.070
11 O 6.00815 2.83425 -0.40045  -0.721
12 C 1.76331 2.15300 -0.28096  -0.431
13 C 0.48699 2.49653 0.18642  0.296
14 C 0.17067 3.91744 0.53009  -0.648
15 N -0.47022 1.61284 0.34378  -0.501
16 C -0.18916 0.35223 0.03683  0.343
17 C -0.98070 -0.79981 0.10685  -0.155
18 C -2.36446 -0.85110 0.54889  -0.065
19 C -2.89981 -1.98597 1.15839  -0.182
20 C -4.22167 -2.01814 1.56177  -0.285
21 C -5.00960 -0.90170 1.35804  0.384
22 F -6.30691 -0.93074 1.74774  -0.331
23 C -4.50518 0.24675 0.77532  -0.280
24 C -3.18461 0.26589 0.37447  -0.165
25 H 0.33124 -3.40281 -2.56193  0.210
26 H 1.46292 -3.88683 -1.30202  0.210
27 H 0.13643 -4.96465 -1.75684  0.207
28 H -1.51795 -3.35512 -0.85708  0.223
29 H -0.34630 -3.80565 0.38737  0.215
30 H 4.14796 -1.03842 -2.25510  0.193
31 H 4.51207 -1.11934 -0.51933  0.182
32 H 2.89536 -1.57358 -1.11292  0.277
33 H 3.89369 2.37712 -1.74299  0.214
34 H 5.01439 1.06326 -2.07484  0.214
35 H 4.41967 2.12578 0.72949  0.165
36 H 5.64910 0.91486 0.29097  0.160
37 H 6.53749 3.06144 0.37063  0.475
38 H 2.49418 2.93521 -0.37192  0.224
39 H 0.25837 4.54707 -0.35397  0.223
40 H 0.86517 4.29004 1.28088  0.221
41 H -0.84259 3.97842 0.91486  0.236
42 H -2.27511 -2.84444 1.34490  0.211
43 H -4.64142 -2.89255 2.03445  0.226
44 H -5.14521 1.10478 0.64097  0.226
45 H -2.76755 1.15344 -0.07267  0.236

***

No. 2
Computed, not measured: a molecular structure, C18H21GaP2 at a distorted geometry, with wB97M-V/def2-TZVPD.

Calculated values
ΔE to the lowest compared entry with this formula, charge and spin (kcal per mole): 41.23
Kohn-Sham gap (eV): 4.3
HOMO energy (eV): -5.64
Lowest unoccupied orbital energy (eV): -1.33
Charge: 0

Each line ends with the natural charge from an NBO analysis.
Positions of all 42 atoms, in Å:
1 C -0.46252 0.29633 -1.59713  -0.365
2 C -1.23062 1.51148 -1.51405  -0.359
3 C -0.35139 2.59999 -1.15630  -0.317
4 C 0.96847 2.04216 -1.16060  -0.358
5 C 0.88379 0.62029 -1.39830  -0.367
6 Ga 0.70829 -1.88861 0.77490  0.312
7 P -0.10842 -3.91165 0.32398  -0.237
8 H -0.82880 -0.70546 -1.89225  0.181
9 H -2.34230 1.47272 -1.39716  0.190
10 H -0.66988 3.53970 -0.61273  0.200
11 H 1.72518 -0.07066 -1.54945  0.199
12 H 1.89505 2.48246 -0.71866  0.191
13 H 1.25943 -4.11892 -0.32299  0.192
14 H -1.36541 -3.86432 -0.48522  0.103
15 H -0.18866 -3.99644 1.80550  0.143
16 C 0.51136 -1.03543 3.69843  -0.949
17 P 0.26783 0.03757 2.23834  0.882
18 C -1.42450 0.73789 2.49879  -0.228
19 C -2.48647 -0.18433 2.40974  -0.231
20 C -3.79644 0.18866 2.69096  -0.197
21 C -4.06357 1.50476 3.08992  -0.201
22 C -3.02957 2.44581 3.15388  -0.202
23 C -1.71981 2.07408 2.82700  -0.214
24 C 1.73106 1.16410 2.29019  -0.342
25 C 1.76314 2.39611 2.97529  -0.198
26 C 2.94599 3.13950 3.02055  -0.199
27 C 4.11815 2.62588 2.45334  -0.192
28 C 4.11134 1.38222 1.81337  -0.227
29 C 2.92238 0.65979 1.74523  -0.119
30 H -0.29860 -1.78112 3.69348  0.227
31 H 0.50997 -0.47358 4.64594  0.247
32 H 1.48170 -1.53635 3.56577  0.256
33 H -2.27761 -1.21212 2.10553  0.200
34 H -4.60645 -0.54204 2.62540  0.218
35 H -5.08085 1.80337 3.33511  0.219
36 H -3.23615 3.47583 3.46241  0.222
37 H -0.92479 2.81818 2.81248  0.219
38 H 0.86815 2.75540 3.48093  0.211
39 H 2.95462 4.10892 3.52762  0.219
40 H 5.04244 3.19677 2.51158  0.218
41 H 5.02799 0.96384 1.39148  0.222
42 H 2.92080 -0.31789 1.25410  0.229

***

No. 3
Computed, not measured: a molecular structure, C18H21I2N3NiO2S2 at a distorted geometry, with wB97M-V/def2-TZVPD.

Calculated values
ΔE to the lowest compared entry with this formula, charge and spin (kcal per mole): 0.00
Multiplicity: 3
Kohn-Sham gap (alpha / beta) (eV): 7.0 / 7.0
HOMO energy (alpha / beta) (eV): -7.43 / -7.47
Lowest unoccupied orbital energy (alpha / beta) (eV): -0.38 / -0.47
Charge: 0

Each line ends with the natural charge from an NBO analysis.
Positions of all 49 atoms, in Å:
1 Ni 0.02904 0.08711 0.16190  1.200
2 I 0.21281 1.16586 2.76367  0.209
3 C -1.33491 -0.27744 3.06110  -0.706
4 I -1.02232 -2.00993 1.85018  0.223
5 H -2.26680 0.17150 2.74319  0.240
6 H -1.34518 -0.56550 4.10410  0.228
7 O 1.87424 -0.63631 0.40054  -0.689
8 N 2.50158 -1.11108 -0.66158  0.009
9 C 3.84568 -1.19988 -0.60727  0.030
10 C 4.56894 -1.72568 -1.64319  -0.276
11 C 3.89201 -2.16379 -2.78288  -0.171
12 C 2.52520 -2.04424 -2.83886  -0.234
13 C 1.79972 -1.49993 -1.76700  0.029
14 S 0.10248 -1.30431 -1.79964  -0.293
15 H 4.28651 -0.83089 0.30551  0.231
16 H 5.64367 -1.78599 -1.55766  0.228
17 H 4.43779 -2.58437 -3.61681  0.222
18 H 1.96167 -2.35748 -3.70494  0.236
19 C -1.51386 6.19319 -0.88107  -0.619
20 C -0.76023 5.49519 0.24696  -0.211
21 N 0.13302 4.45591 -0.26041  -0.410
22 C 1.52883 4.84260 -0.43589  -0.213
23 C 2.33309 4.63635 0.84503  -0.615
24 C -0.33416 3.20950 -0.47727  0.372
25 S 0.72799 1.99372 -1.09384  -0.353
26 N -1.63930 3.05678 -0.25790  -0.674
27 C -2.29746 1.92706 -0.05398  0.666
28 O -1.83414 0.79171 0.23342  -0.795
29 C -3.78502 2.03204 -0.14512  -0.058
30 C -4.53698 0.87779 -0.34247  -0.203
31 C -5.91834 0.95455 -0.42423  -0.206
32 C -6.55713 2.17855 -0.28733  -0.202
33 C -5.81010 3.32980 -0.07815  -0.219
34 C -4.42787 3.26012 -0.01405  -0.194
35 H -2.06586 7.05167 -0.49451  0.209
36 H -2.21614 5.50077 -1.34373  0.227
37 H -0.81818 6.54890 -1.64258  0.205
38 H -1.46167 5.04614 0.94625  0.223
39 H -0.14915 6.21612 0.79177  0.194
40 H 1.54503 5.89287 -0.73362  0.196
41 H 1.95950 4.25738 -1.24041  0.234
42 H 1.98127 5.29373 1.64264  0.201
43 H 3.39016 4.83799 0.67004  0.215
44 H 2.22422 3.60386 1.17959  0.216
45 H -4.03004 -0.07351 -0.43744  0.233
46 H -6.49707 0.05579 -0.59641  0.212
47 H -7.63696 2.23549 -0.34189  0.212
48 H -6.30561 4.28573 0.03614  0.212
49 H -3.83067 4.14765 0.13870  0.228

***

No. 4
Computed, not measured: C18H21N3O2 in the gas phase at a distorted geometry, with wB97M-V/def2-TZVPD.

Calculated values
ΔE to the lowest compared entry with this formula, charge and spin (kcal per mole): 31.21
Structure (SMILES): Cc1cn([C@H](/C=C/N2CCCC2)c2ccccc2)c(=O)[nH]c1=O
Kohn-Sham gap (eV): 8.3
HOMO energy (eV): -7.65
Lowest unoccupied orbital energy (eV): 0.65
Charge: 0

Each line ends with the natural charge from an NBO analysis.
Positions of all 44 atoms, in Å:
1 C -4.30555 1.74880 1.07537  -0.642
2 C -2.81519 1.86852 1.02682  -0.189
3 C -1.96320 0.80274 1.04924  0.083
4 N -0.59091 0.93657 1.02149  -0.427
5 C 0.34218 -0.17575 1.07386  -0.115
6 C 0.87847 -0.56025 -0.26613  -0.398
7 C 1.84065 0.16578 -0.90239  0.084
8 N 2.14462 0.02646 -2.20012  -0.412
9 C 1.60686 -1.04092 -3.00013  -0.212
10 C 2.08475 -0.74442 -4.42863  -0.408
11 C 3.19421 0.30541 -4.30826  -0.414
12 C 3.16865 0.81383 -2.86076  -0.199
13 C -0.22205 -1.28034 1.94543  0.059
14 C -0.57542 -0.96763 3.25850  -0.228
15 C -1.10997 -1.93986 4.10209  -0.208
16 C -1.24916 -3.25600 3.64087  -0.221
17 C -0.82413 -3.58970 2.35622  -0.195
18 C -0.29568 -2.60776 1.51353  -0.246
19 C 0.00156 2.20380 0.94474  0.798
20 O 1.21130 2.39145 0.93915  -0.644
21 N -0.88998 3.25860 0.91516  -0.623
22 C -2.27470 3.23074 0.95204  0.644
23 O -2.89578 4.28916 0.92172  -0.608
24 H -4.72237 2.76925 1.08679  0.253
25 H -4.71502 1.21192 0.20054  0.218
26 H -4.65374 1.21304 1.97641  0.218
27 H -2.34461 -0.21425 1.12507  0.231
28 H 1.20783 0.21943 1.63778  0.245
29 H 0.47973 -1.44907 -0.76111  0.196
30 H 2.41017 0.92910 -0.36625  0.229
31 H 0.51424 -1.09821 -2.91849  0.202
32 H 1.99495 -2.01374 -2.65417  0.179
33 H 1.24183 -0.35305 -5.00105  0.209
34 H 2.42824 -1.66104 -4.90453  0.215
35 H 4.16468 -0.14527 -4.50712  0.210
36 H 3.04585 1.12846 -5.00506  0.217
37 H 4.14617 0.67190 -2.36888  0.185
38 H 2.94237 1.88935 -2.79975  0.196
39 H -0.35398 0.03706 3.63914  0.217
40 H -1.39031 -1.66586 5.11909  0.218
41 H -1.66386 -4.01685 4.29933  0.217
42 H -0.87621 -4.61767 1.99759  0.215
43 H 0.12454 -2.87536 0.54715  0.220
44 H -0.44201 4.16162 0.88771  0.429

***

No. 5
Computed, not measured: C18H21N3O4S in the gas phase at a distorted geometry, with wB97M-V/def2-TZVPD.

Calculated values
ΔE to the lowest compared entry with this formula, charge and spin (kcal per mole): 52.43
Structure (SMILES): COC(CSc1ncnc2c1oc1nc3c(cc12)COC(C)(C)C3)OC
Kohn-Sham gap (eV): 8.6
HOMO energy (eV): -8.74
Lowest unoccupied orbital energy (eV): -0.19
Charge: 0

Each line ends with the natural charge from an NBO analysis.
Positions of all 47 atoms, in Å:
1 C -5.26474 -3.29261 -0.80350  -0.254
2 O -4.31631 -2.32909 -0.38990  -0.544
3 C -4.78002 -1.01022 -0.46892  0.372
4 C -3.55005 -0.11804 -0.28194  -0.570
5 S -4.09910 1.62307 -0.30611  0.315
6 C -2.59242 2.51058 -0.25940  0.050
7 N -2.73003 3.82672 -0.39078  -0.464
8 C -1.66459 4.60593 -0.36642  0.256
9 N -0.40763 4.23819 -0.22288  -0.448
10 C -0.23705 2.92641 -0.08365  0.161
11 C -1.30565 1.99983 -0.09117  0.170
12 O -0.86147 0.72281 0.08292  -0.413
13 C 0.48306 0.80630 0.20234  0.499
14 N 1.24141 -0.25477 0.38282  -0.440
15 C 2.53900 -0.00884 0.49144  0.262
16 C 3.11267 1.27056 0.40466  -0.116
17 C 2.31071 2.37659 0.19949  -0.118
18 C 0.94405 2.13915 0.10764  -0.126
19 C 4.60921 1.29090 0.49677  -0.079
20 O 5.18980 0.32211 -0.34505  -0.536
21 C 4.68703 -1.01650 -0.26060  0.280
22 C 5.82870 -1.92057 0.21675  -0.622
23 C 4.24540 -1.41849 -1.67218  -0.625
24 C 3.48825 -1.13762 0.70464  -0.478
25 O -5.82029 -0.74824 0.42569  -0.542
26 C -5.49388 -0.87461 1.79968  -0.273
27 H -5.50357 -3.16724 -1.86533  0.170
28 H -4.80035 -4.26223 -0.64010  0.196
29 H -6.18599 -3.21542 -0.21963  0.182
30 H -5.23518 -0.81583 -1.45573  0.163
31 H -2.85583 -0.29291 -1.10022  0.242
32 H -3.06275 -0.34393 0.66413  0.236
33 H -1.85144 5.66467 -0.47994  0.182
34 H 2.71139 3.37485 0.11613  0.230
35 H 4.91488 1.12643 1.54511  0.171
36 H 5.01837 2.24707 0.16338  0.205
37 H 5.49159 -2.95059 0.29208  0.209
38 H 6.65398 -1.86513 -0.48747  0.219
39 H 6.18701 -1.59238 1.18985  0.210
40 H 3.38284 -0.82953 -1.97511  0.214
41 H 5.05599 -1.22929 -2.37047  0.220
42 H 3.98386 -2.47229 -1.70488  0.208
43 H 2.98067 -2.08882 0.55682  0.244
44 H 3.85424 -1.09611 1.73509  0.225
45 H -4.87659 -1.75971 1.97460  0.184
46 H -4.97687 0.01710 2.16624  0.176
47 H -6.44230 -0.97827 2.32307  0.198

***

No. 6
Computed, not measured: C18H21N3O4S2 in the gas phase at a distorted geometry, with wB97M-V/def2-TZVPD.

Calculated values
ΔE to the lowest compared entry with this formula, charge and spin (kcal per mole): 37.45
Structure (SMILES): Cc1nc2ccc(S(=O)(=O)N[C@H](C(=O)NCc3ccco3)C(C)C)cc2s1
Kohn-Sham gap (eV): 8.9
HOMO energy (eV): -8.71
Lowest unoccupied orbital energy (eV): 0.22
Charge: 0

Each line ends with the natural charge from an NBO analysis.
Positions of all 48 atoms, in Å:
1 C -5.10154 -2.22879 -0.58591  -0.667
2 C -3.73279 -1.90664 -0.13024  0.147
3 N -2.91057 -2.75381 0.35732  -0.444
4 C -1.71574 -2.19175 0.69085  0.133
5 C -0.62816 -2.85492 1.25680  -0.206
6 C 0.52230 -2.14152 1.51947  -0.186
7 C 0.58381 -0.78483 1.22277  -0.380
8 S 2.10336 0.10473 1.50229  2.315
9 O 1.80456 1.50435 1.62106  -0.956
10 O 2.85292 -0.51350 2.55727  -0.943
11 N 3.06989 -0.06974 0.14250  -0.877
12 C 2.58816 -0.36330 -1.19351  -0.133
13 C 1.42718 0.56943 -1.57284  0.680
14 O 0.49003 0.19979 -2.25110  -0.630
15 N 1.60910 1.84987 -1.19565  -0.614
16 C 0.66298 2.88540 -1.57301  -0.275
17 C -0.39027 3.15559 -0.54537  0.246
18 C -0.31468 3.55303 0.75891  -0.295
19 C -1.65056 3.61956 1.22664  -0.312
20 C -2.43489 3.26608 0.17326  0.076
21 O -1.68276 2.98173 -0.90226  -0.400
22 C 2.22866 -1.84489 -1.45542  -0.235
23 C 3.19566 -2.79456 -0.74963  -0.617
24 C 2.24755 -2.11912 -2.95890  -0.610
25 C -0.48417 -0.08794 0.70523  -0.117
26 C -1.63643 -0.80040 0.43051  -0.238
27 S -3.12772 -0.24312 -0.24353  0.379
28 H -5.20872 -1.99330 -1.64369  0.237
29 H -5.29582 -3.28586 -0.42758  0.245
30 H -5.83085 -1.63661 -0.03546  0.234
31 H -0.70549 -3.90759 1.47435  0.234
32 H 1.38283 -2.60963 1.96945  0.241
33 H 3.86202 -0.63903 0.39889  0.419
34 H 3.41083 -0.09332 -1.87521  0.226
35 H 2.23029 2.04265 -0.42234  0.430
36 H 0.16536 2.54739 -2.48620  0.252
37 H 1.23363 3.79677 -1.77794  0.217
38 H 0.57694 3.73387 1.32174  0.243
39 H -1.97393 3.89434 2.20935  0.231
40 H -3.49754 3.18029 0.06352  0.206
41 H 1.21445 -2.02533 -1.08673  0.221
42 H 3.15665 -2.68438 0.33174  0.205
43 H 2.93366 -3.82208 -0.99010  0.223
44 H 4.21618 -2.61723 -1.08626  0.200
45 H 1.54829 -1.46413 -3.46841  0.241
46 H 1.95855 -3.14910 -3.15234  0.210
47 H 3.24487 -1.95889 -3.36450  0.192
48 H -0.40380 0.97214 0.54138  0.247

***

no.,DFT total energy (a.u.)
1,-1092.63027
2,-3305.69448
3,-3913.35099
4,-1013.27576
5,-1561.91868
6,-1960.13143